Computed, not measured: C19H23N3O3 in the gas phase, with the ωB97M-V functional and the def2-TZVPD basis.

ORCA input file:
```
! RIJCOSX wB97M-V def2-TZVPD def2/J DEFGRID3
* xyz 0 1
C 6.49 2.22 -2.12
N 5.13 1.73 -2.29
C 4.38 1.57 -1.14
O 4.89 1.84 -0.06
C 3.00 1.09 -1.30
C 2.32 1.03 -0.10
C 1.00 0.71 0.33
C 0.76 0.77 1.72
C -0.47 0.49 2.26
C -1.57 0.14 1.45
N -2.81 -0.10 1.97
C -3.03 -0.49 3.34
C -3.32 -1.99 3.50
C -4.72 -2.39 3.04
C -4.86 -2.68 1.54
C -4.05 -1.76 0.62
C -3.95 -0.31 1.11
C -1.33 0.09 0.06
C -0.10 0.36 -0.48
C 2.53 0.74 -2.63
O 1.45 0.26 -2.90
N 3.42 0.97 -3.67
C 2.93 0.64 -5.00
C 4.70 1.46 -3.57
O 5.40 1.64 -4.54
H 7.06 1.52 -1.50
H 6.46 3.19 -1.62
H 6.94 2.31 -3.10
H 2.96 1.32 0.72
H 1.57 1.05 2.38
H -0.57 0.58 3.33
H -3.88 0.08 3.74
H -2.16 -0.24 3.94
H -2.56 -2.57 2.97
H -3.22 -2.23 4.56
H -5.02 -3.29 3.58
H -5.42 -1.61 3.33
H -4.55 -3.71 1.34
H -5.91 -2.61 1.28
H -4.50 -1.78 -0.37
H -3.03 -2.15 0.51
H -3.88 0.37 0.26
H -4.85 -0.04 1.67
H -2.12 -0.18 -0.62
H 0.04 0.29 -1.54
H 2.68 -0.42 -5.05
H 2.03 1.22 -5.22
H 3.71 0.88 -5.72
*
```

As for the SMILES: CN1C(=O)C(=Cc2ccc(N3CCCCCC3)cc2)C(=O)N(C)C1=O. For the frontier orbital gap, the calculation gives 0.2655 Eh. The value obtained for the LUMO energy is -0.519 eV. Its total energy is -1127.85398 a.u. Its relative energy (zero: lowest compared OMol25 entry of this formula, charge and spin) is 29.3 kcal per mole.

Computed, not measured: 4 unconnected molecules or ions with the total composition C17H29NO12S, with the ωB97M-V functional and the def2-TZVPD basis.

ORCA input file:
```
! RIJCOSX wB97M-V def2-TZVPD def2/J DEFGRID3
* xyz 0 1
C -3.35 0.61 1.85
C -3.48 2.11 1.78
C -4.76 2.57 1.14
O -4.40 3.86 0.64
C -3.06 3.80 0.38
O -2.45 4.64 -0.23
O -2.50 2.68 0.91
H -3.45 0.15 0.86
H -2.36 0.33 2.22
H -4.10 0.18 2.51
H -3.34 2.55 2.77
H -5.58 2.65 1.86
H -5.08 1.95 0.30
C -2.04 6.97 -1.75
C -2.75 8.29 -1.93
C -4.20 8.26 -1.57
O -4.74 9.32 -2.36
C -3.93 9.42 -3.45
O -4.19 10.08 -4.42
O -2.80 8.68 -3.30
H -2.54 6.18 -2.32
H -1.02 7.03 -2.13
H -2.01 6.68 -0.71
H -2.22 9.08 -1.38
H -4.38 8.44 -0.51
H -4.70 7.33 -1.86
C 7.08 -6.42 0.14
C 7.23 -4.97 0.52
C 7.36 -4.74 2.00
O 6.87 -3.41 2.14
C 5.99 -3.21 1.12
O 5.24 -2.28 1.04
O 6.06 -4.22 0.21
H 6.23 -6.88 0.66
H 6.88 -6.52 -0.93
H 7.98 -6.99 0.38
H 8.07 -4.52 -0.03
H 8.39 -4.81 2.35
H 6.72 -5.40 2.60
N 1.68 -5.10 -0.34
C 2.02 -4.04 0.65
C 1.93 -2.54 0.09
C 0.77 -2.28 -0.99
C -0.70 -2.16 -0.37
O -0.96 -3.12 0.71
C -2.38 -3.15 0.84
O -3.10 -2.12 0.74
O -3.06 -4.39 1.07
S -4.32 -4.54 -0.08
H 0.77 -5.53 -0.17
H 1.82 -4.81 -1.31
H 3.13 -4.21 0.93
H 1.44 -4.21 1.62
H 2.94 -2.21 -0.34
H 1.70 -1.86 1.00
H 1.00 -1.26 -1.47
H 0.77 -3.03 -1.86
H -0.83 -1.08 -0.03
H -1.45 -2.35 -1.23
H -3.83 -5.49 -0.98
*
```

As for the SMILES: C[C@@H]1COC(=O)O1.C[C@@H]1COC(=O)O1.C[C@@H]1COC(=O)O1.NCCCCOC(=O)OS. For the frontier orbital gap, the calculation gives 0.3200 Eh. The value obtained for the LUMO energy is -0.177 eV. Its total energy is -2020.94402 a.u.

Computed, not measured: 5 unconnected molecules or ions with the total composition CH12NO4, with the ωB97M-V functional and the def2-TZVPD basis.

ORCA input file:
```
! RIJCOSX wB97M-V def2-TZVPD def2/J DEFGRID3
* xyz 1 1
C 0.19 -1.99 -1.74
N 0.16 -0.80 -2.22
H 0.10 -2.77 -2.48
H 0.36 -2.12 -0.68
H 0.21 0.03 -1.51
H -0.48 -0.69 -3.01
H -0.05 4.15 0.48
H -0.88 4.10 -0.76
O -0.23 3.59 -0.27
H 0.57 1.93 -0.36
H 0.54 0.66 0.42
O 0.76 0.98 -0.48
H -0.48 -3.33 1.99
H -0.62 -1.92 1.41
O -0.22 -2.78 1.26
H -0.71 0.53 2.82
H 0.73 0.08 2.87
O 0.05 0.35 2.26
*
```

For the frontier orbital gap, the calculation gives 0.3965 Eh. The value obtained for the LUMO energy is -4.418 eV. Its total energy is -400.75525 a.u. Its relative energy (zero: lowest compared OMol25 entry of this formula, charge and spin) is 15.2 kcal per mole.

Computed, not measured: 15 unconnected molecules or ions with the total composition H30O15, with the ωB97M-V functional and the def2-TZVPD basis.

ORCA input file:
```
! RIJCOSX wB97M-V def2-TZVPD def2/J DEFGRID3
* xyz 1 2
O 1.65 2.31 0.48
H 1.82 2.23 1.43
H 1.54 1.33 0.35
O -1.22 1.80 2.64
H -1.58 1.16 3.27
H -1.87 1.92 1.93
O -2.00 -3.36 -0.34
H -1.63 -3.47 -1.22
H -2.55 -2.55 -0.23
O 1.03 -4.53 -0.29
H 0.11 -4.16 -0.42
H 1.06 -4.17 0.62
O 1.68 -1.98 -0.93
H 1.29 -2.28 -0.10
H 1.64 -2.65 -1.61
O 2.78 3.13 -2.12
H 2.38 2.21 -2.24
H 3.18 2.92 -1.27
O 2.94 -0.64 0.68
H 3.62 -1.15 1.12
H 3.19 -0.04 -0.02
O 0.34 0.88 -1.52
H 0.18 0.31 -0.72
H 0.98 0.38 -2.04
O -0.08 0.04 1.15
H -0.33 0.92 1.59
H 0.53 -0.48 1.69
O -3.52 0.86 1.82
H -4.47 0.94 1.89
H -3.13 1.43 1.17
O -2.95 2.07 -0.97
H -3.50 2.41 -1.69
H -2.34 1.49 -1.44
O -0.36 3.34 -2.64
H 0.07 2.46 -2.57
H 0.19 3.93 -2.08
O -0.05 -0.90 -3.76
H -0.91 -1.18 -4.16
H -0.55 -1.11 -2.94
O 0.02 -0.08 4.18
H 0.51 -0.41 4.97
H 0.30 0.82 4.00
O -0.16 -2.75 1.37
H -0.33 -1.81 1.46
H -0.95 -3.28 1.02
*
```

For the frontier orbital gap (spin up / spin down), the calculation gives 0.3857 / 0.0970 Eh. The value obtained for the LUMO energy (spin up / spin down) is -3.168 / -10.554 eV. Its total energy is -1146.12089 a.u. Its relative energy (zero: lowest compared OMol25 entry of this formula, charge and spin) is 21.9 kcal per mole.

Copy entry 4 word for word.
Computed, not measured: 15 unconnected molecules or ions with the total composition H30O15, with the ωB97M-V functional and the def2-TZVPD basis.

ORCA input file:
```
! RIJCOSX wB97M-V def2-TZVPD def2/J DEFGRID3
* xyz 1 2
O 1.65 2.31 0.48
H 1.82 2.23 1.43
H 1.54 1.33 0.35
O -1.22 1.80 2.64
H -1.58 1.16 3.27
H -1.87 1.92 1.93
O -2.00 -3.36 -0.34
H -1.63 -3.47 -1.22
H -2.55 -2.55 -0.23
O 1.03 -4.53 -0.29
H 0.11 -4.16 -0.42
H 1.06 -4.17 0.62
O 1.68 -1.98 -0.93
H 1.29 -2.28 -0.10
H 1.64 -2.65 -1.61
O 2.78 3.13 -2.12
H 2.38 2.21 -2.24
H 3.18 2.92 -1.27
O 2.94 -0.64 0.68
H 3.62 -1.15 1.12
H 3.19 -0.04 -0.02
O 0.34 0.88 -1.52
H 0.18 0.31 -0.72
H 0.98 0.38 -2.04
O -0.08 0.04 1.15
H -0.33 0.92 1.59
H 0.53 -0.48 1.69
O -3.52 0.86 1.82
H -4.47 0.94 1.89
H -3.13 1.43 1.17
O -2.95 2.07 -0.97
H -3.50 2.41 -1.69
H -2.34 1.49 -1.44
O -0.36 3.34 -2.64
H 0.07 2.46 -2.57
H 0.19 3.93 -2.08
O -0.05 -0.90 -3.76
H -0.91 -1.18 -4.16
H -0.55 -1.11 -2.94
O 0.02 -0.08 4.18
H 0.51 -0.41 4.97
H 0.30 0.82 4.00
O -0.16 -2.75 1.37
H -0.33 -1.81 1.46
H -0.95 -3.28 1.02
*
```

For the frontier orbital gap (spin up / spin down), the calculation gives 0.3857 / 0.0970 Eh. The value obtained for the LUMO energy (spin up / spin down) is -3.168 / -10.554 eV. Its total energy is -1146.12089 a.u. Its relative energy (zero: lowest compared OMol25 entry of this formula, charge and spin) is 21.9 kcal per mole.